Computed, not measured: one molecule with the formula C28H32N4O4 in a non-equilibrium geometry, with ωB97M-V/def2-TZVPD.

Its HOMO energy is -7.29 eV. As for the total energy: -1605.98765 Ha. The value obtained for the relative energy (zero: lowest compared OMol25 entry of this formula, charge and spin) is 170.67 kcal per mole. The calculation puts the largest force on an atom at 0.1405 Eh/bohr. The HOMO-LUMO gap comes out at 7.5 eV.

Last column: natural (NBO) charge in e.
CARTESIAN COORDINATES (ANGSTROEM)
1 C -6.14502 -3.64252 0.35937  -0.65
2 C -5.74777 -2.21937 0.34689  -0.06
3 O -4.36119 -2.01752 0.87392  -0.50
4 C -3.77750 -0.93932 0.43943  0.90
5 N -2.34532 -0.76856 0.93997  -0.55
6 C -1.57898 -1.79583 0.30254  0.73
7 C -1.79863 -3.11598 0.97837  -0.73
8 O -1.01581 -1.74335 -0.79934  -0.56
9 O -4.31835 -0.10287 -0.32659  -0.61
10 H -7.22335 -3.76662 0.25359  0.24
11 H -5.74720 -4.16775 -0.49381  0.22
12 H -5.88930 -4.21159 1.23344  0.23
13 H -5.74282 -1.87986 -0.67297  0.22
14 H -6.39047 -1.59196 0.94466  0.20
15 H -2.85061 -3.41167 1.20617  0.27
16 H -1.39290 -3.93899 0.34109  0.23
17 H -1.21743 -3.14238 1.92824  0.24
18 C 4.77415 3.00202 -0.79858  -0.42
19 N 3.68603 2.08849 -0.94117  -0.45
20 C 3.73678 1.02767 -1.79722  0.68
21 O 4.68065 0.77140 -2.52931  -0.61
22 C 2.42822 0.27270 -1.72154  -0.10
23 C 2.55800 -1.19198 -1.33874  -0.44
24 C 3.26537 -1.98219 -2.40688  0.09
25 C 4.38530 -2.74810 -2.10858  -0.23
26 C 5.12700 -3.36309 -3.11400  -0.20
27 C 4.70195 -3.25243 -4.45873  -0.23
28 C 3.52826 -2.54521 -4.75518  -0.19
29 C 2.79340 -1.93296 -3.73350  -0.25
30 N 1.71006 1.05174 -0.71804  -0.45
31 C 0.41835 0.70841 -0.43799  0.05
32 C -0.36382 0.99166 0.64570  -0.35
33 C -1.72479 0.48935 0.97682  -0.21
34 C -2.39865 1.27970 2.06805  0.12
35 C -3.72051 1.12067 2.41819  -0.22
36 C -4.34650 1.91190 3.37112  -0.14
37 C -3.68566 2.90289 4.05779  -0.21
38 C -4.31219 3.70445 5.01682  0.28
39 N -4.85335 4.47621 5.73920  -0.30
40 C -2.32239 3.07740 3.76429  -0.14
41 C -1.66060 2.21143 2.87743  -0.24
42 C 2.49498 2.18822 -0.14679  0.33
43 C 2.80766 1.99705 1.35243  -0.64
44 C 1.74567 3.51158 -0.36355  -0.64
45 H 5.57165 2.73665 -1.47264  0.25
46 H 4.47354 4.01970 -1.02788  0.20
47 H 5.17293 2.99284 0.21059  0.20
48 H 1.89154 0.39208 -2.68014  0.21
49 H 3.12322 -1.27886 -0.39643  0.21
50 H 1.54931 -1.59194 -1.17471  0.24
51 H 4.70265 -2.82610 -1.05655  0.20
52 H 6.04160 -3.91864 -2.87486  0.21
53 H 5.29199 -3.70954 -5.25705  0.21
54 H 3.18618 -2.45788 -5.79657  0.21
55 H 1.87727 -1.39209 -3.95305  0.21
56 H -0.05881 0.01135 -1.13653  0.23
57 H 0.05360 1.75121 1.30411  0.20
58 H -2.23619 0.29111 -0.08954  0.33
59 H -4.30229 0.36625 1.94857  0.20
60 H -5.37587 1.72660 3.57182  0.22
61 H -1.77079 3.86672 4.26650  0.22
62 H -0.55158 2.30529 2.91564  0.22
63 H 3.57028 1.21753 1.48608  0.22
64 H 3.21811 2.93694 1.74614  0.21
65 H 1.92929 1.73567 1.95586  0.22
66 H 1.74140 3.74530 -1.43573  0.22
67 H 0.71159 3.45787 0.00551  0.23
68 H 2.27870 4.30908 0.16782  0.21

Atomic forces in eV per Å
-0.3 -1.1 -0.2
0.7 0.6 0.1
-0.8 -0.6 0.0
0.0 3.4 -2.6
-0.6 -7.0 1.9
-1.1 -2.5 -1.8
0.9 -2.1 0.2
-0.8 0.7 2.6
2.1 -2.3 2.4
-0.1 0.4 0.0
0.4 -0.2 -0.3
0.3 0.0 0.6
0.0 0.5 -0.2
-0.1 0.2 0.2
1.0 0.8 -0.1
-0.1 0.7 0.4
-0.5 0.1 -0.5
0.2 0.5 0.2
0.1 -0.4 -0.4
0.8 0.1 -0.7
-0.6 0.1 0.5
-0.6 1.0 0.2
0.2 -0.4 0.1
-0.4 -0.2 -0.7
0.4 0.1 0.3
-0.3 -0.1 -0.9
0.0 0.2 0.7
-0.1 -0.1 0.0
0.8 -0.3 0.2
0.1 0.5 0.2
-1.5 -0.6 0.9
2.3 -0.4 -0.3
-2.3 3.5 -3.5
1.6 1.3 0.6
-0.1 0.4 0.3
-0.1 -0.6 -0.1
1.5 -0.5 -1.2
-2.7 3.8 3.1
1.9 -2.9 -2.3
0.3 -0.8 -0.1
-0.3 0.6 0.2
-1.4 -0.8 0.4
0.3 0.1 0.1
0.3 0.0 -0.2
0.1 -0.3 -0.3
-0.1 0.2 -0.1
0.1 0.0 0.3
0.4 -0.2 0.1
-0.3 0.1 -0.2
0.2 0.1 0.1
-0.1 0.1 -0.6
-0.4 0.2 -0.1
-0.2 0.2 0.3
0.2 -0.1 0.5
0.1 -0.1 -0.1
0.8 0.3 0.0
-0.4 -0.6 0.1
0.6 4.9 0.2
-0.5 0.0 -0.1
-0.6 -0.1 0.2
0.0 -0.3 0.1
-1.1 -0.1 -0.6
-0.3 0.1 -0.1
-0.1 -0.2 0.0
0.2 0.1 -0.3
-0.1 0.0 0.2
0.4 0.0 -0.1
-0.2 0.0 -0.1